{"formula": "C40H33FN4O6PY", "method": "ωB97M-V/def2-TZVPD", "charge": 0, "e_homo_ev": -8.161, "relative_energy_kcal_mol": 0.00, "species": ["Y", "O", "C", "N", "C", "C", "C", "C", "C", "C", "N", "C", "C", "C", "C", "C", "N", "H", "H", "H", "H", "H", "H", "H", "H", "H", "H", "C", "C", "C", "C", "C", "C", "C", "F", "C", "C", "C", "O", "C", "C", "N", "C", "C", "O", "O", "H", "H", "H", "H", "H", "H", "H", "H", "H", "H", "H", "O", "C", "O", "C", "P", "C", "C", "C", "C", "C", "C", "C", "C", "C", "C", "C", "C", "H", "H", "H", "H", "H", "H", "H", "H", "H", "H", "H", "H"], "positions_angstrom": [[1.48981, -1.00635, -1.35318], [4.29750, -2.83613, 1.30563], [3.42301, -2.66576, 0.42773], [3.38135, -1.58532, -0.37008], [4.41910, -0.61136, -0.38010], [4.40257, 0.16831, -1.64714], [5.36434, 1.14341, -1.89539], [5.29341, 1.89255, -3.07344], [4.24170, 1.63345, -3.98953], [3.33964, 0.63998, -3.68897], [3.40790, -0.05320, -2.53010], [2.36804, -3.64017, 0.20588], [2.42424, -4.87484, 0.88179], [1.47329, -5.85320, 0.57591], [0.48920, -5.57331, -0.40752], [0.50379, -4.32739, -1.01970], [1.41378, -3.39277, -0.69288], [5.36908, -1.15715, -0.24033], [4.34922, 0.08140, 0.48022], [6.14640, 1.32482, -1.14951], [6.06528, 2.64033, -3.27934], [4.13893, 2.18700, -4.92504], [2.56096, 0.32702, -4.38073], [3.22709, -4.99969, 1.61448], [1.52211, -6.81483, 1.09232], [-0.26803, -6.30817, -0.70197], [-0.19705, -4.05686, -1.81070], [0.47155, 2.88992, 5.22678], [-0.86810, 2.33149, 4.78026], [-1.53907, 1.59259, 5.93586], [-2.84408, 0.93829, 5.45467], [-2.50490, -0.03440, 4.37715], [-3.20845, -1.23873, 4.23000], [-2.85383, -2.09635, 3.20794], [-3.57583, -3.23640, 3.06217], [-1.81753, -1.83755, 2.31247], [-1.10642, -0.63102, 2.41621], [-0.15191, -0.27410, 1.42903], [0.13678, -1.14419, 0.50283], [0.41503, 1.03870, 1.50876], [0.10600, 1.84866, 2.60343], [-0.73203, 1.44503, 3.61230], [-1.44401, 0.25686, 3.49358], [1.29714, 1.67518, 0.51446], [1.66281, 2.84991, 0.68473], [1.65438, 0.97501, -0.53544], [0.36106, 3.39366, 6.18965], [0.87948, 3.62216, 4.51719], [1.20611, 2.09201, 5.36386], [-1.52241, 3.15447, 4.43856], [-1.71918, 2.32183, 6.72891], [-0.82313, 0.86184, 6.35097], [-3.54703, 1.70092, 5.08238], [-3.35947, 0.42188, 6.26964], [-4.02199, -1.48646, 4.92694], [-1.59726, -2.54024, 1.51390], [0.50072, 2.84973, 2.71276], [0.39969, -2.12587, -5.36240], [0.23255, -1.42022, -4.37915], [0.76861, -1.74761, -3.18800], [-0.60863, -0.14365, -4.36313], [-0.49827, 0.64497, -2.71515], [-1.29055, 2.18738, -3.07152], [-2.66625, 2.47994, -2.86368], [-3.16688, 3.73065, -3.23079], [-2.35955, 4.69550, -3.83144], [-1.00905, 4.40631, -4.07154], [-0.47751, 3.17081, -3.67840], [-1.74195, -0.25924, -1.78685], [-2.33669, 0.37073, -0.66495], [-3.32391, -0.26605, 0.08088], [-3.72011, -1.57493, -0.23841], [-3.10112, -2.23484, -1.30449], [-2.12883, -1.59157, -2.07632], [-1.64637, -0.37881, -4.63065], [-0.18893, 0.51242, -5.13987], [-3.32075, 1.71090, -2.45198], [-4.22800, 3.92474, -3.03326], [-2.77475, 5.67237, -4.10040], [-0.34237, 5.12643, -4.55309], [0.58599, 2.94726, -3.83307], [-1.97599, 1.37419, -0.38844], [-3.72770, 0.23614, 0.96448], [-4.47386, -2.07337, 0.38058], [-3.33923, -3.27623, -1.53450], [-1.64065, -2.12085, -2.89476]], "mulliken_charge": [0.72, -0.82, 0.07, 0.16, -1.03, 0.87, -0.93, -0.30, -0.93, -0.08, -0.12, 0.67, -0.76, -0.29, -0.91, -0.19, 0.19, 0.64, 0.27, 0.43, 0.40, 0.43, 0.45, 0.49, 0.42, 0.42, 0.41, -1.55, 0.21, -0.98, -1.05, 1.10, -0.87, -0.07, -0.41, -0.82, 1.03, 0.31, -0.13, 0.40, -0.34, 0.29, -0.80, -0.42, -0.79, -0.51, 0.42, 0.49, 0.37, 0.16, 0.42, 0.34, 0.32, 0.45, 0.47, 0.78, 0.69, -0.72, 0.37, -0.57, -0.91, 1.96, 0.81, -0.65, -0.55, -0.61, -0.55, -0.74, 0.63, -0.89, -0.72, -0.83, -0.71, -0.61, 0.51, 0.52, 0.35, 0.38, 0.35, 0.40, 0.35, 0.63, 0.52, 0.33, 0.43, 0.36]}


{"formula": "C36H62N4O3S2Si4Ti", "method": "ωB97M-V/def2-TZVPD", "charge": 0, "spin_multiplicity": 3, "e_homo_ev": [-5.181, -8.034], "species": ["Ti", "C", "Si", "C", "C", "C", "Si", "C", "C", "C", "Si", "C", "C", "C", "C", "C", "C", "C", "N", "H", "H", "H", "H", "H", "H", "H", "H", "H", "H", "H", "H", "H", "H", "H", "H", "H", "H", "H", "H", "H", "H", "H", "H", "H", "H", "H", "H", "N", "C", "C", "C", "C", "C", "C", "N", "C", "C", "C", "S", "C", "N", "H", "H", "H", "H", "H", "H", "H", "C", "C", "C", "C", "O", "Si", "S", "O", "C", "C", "C", "C", "O", "C", "C", "C", "C", "H", "H", "H", "H", "H", "H", "H", "H", "H", "H", "H", "H", "H", "H", "H", "H", "H", "H", "H", "H", "H", "H", "H", "H", "H", "H", "H"], "positions_angstrom": [[0.30179, 0.03539, 1.43506], [-2.02737, -1.17179, -1.04394], [-1.14502, -2.35128, 0.12199], [0.58593, -2.72931, -0.51879], [-2.04420, -3.99187, -0.00418], [-1.04310, -1.57538, 1.85575], [-0.39617, -2.74233, 3.17087], [-0.07867, -2.02566, 4.87207], [-1.58673, -4.17235, 3.42133], [1.23652, -3.51625, 2.67940], [-2.66365, -0.75651, 2.25349], [-4.20421, -1.30445, 1.32530], [-3.22263, -0.76380, 4.03446], [-2.38600, 1.07897, 1.77925], [-3.35045, 2.08102, 1.78353], [-2.99501, 3.39820, 1.55763], [-1.66329, 3.70167, 1.33632], [-0.74445, 2.67371, 1.30739], [-1.10135, 1.39207, 1.50306], [-1.56014, -1.19725, -2.03583], [-1.98410, -0.13047, -0.71539], [-3.07866, -1.45418, -1.16050], [0.74719, -2.28600, -1.50808], [0.74079, -3.81117, -0.58417], [1.35513, -2.33866, 0.14474], [-2.25215, -4.19827, -1.06127], [-2.99510, -4.01586, 0.53622], [-1.41977, -4.80587, 0.37836], [-0.67853, -1.15046, 5.11935], [0.97377, -1.73900, 4.97575], [-0.29232, -2.80027, 5.61677], [-2.47060, -3.85437, 3.99091], [-1.09894, -4.97555, 3.98586], [-1.93463, -4.58699, 2.47251], [2.00302, -2.76645, 2.46064], [1.13659, -4.16493, 1.80322], [1.59842, -4.12754, 3.51357], [-4.11773, -2.33645, 0.97348], [-4.40665, -0.67659, 0.45387], [-5.06771, -1.25482, 1.99674], [-3.60373, -1.75985, 4.29051], [-4.05003, -0.05128, 4.14467], [-2.45172, -0.49368, 4.75524], [-4.38240, 1.81300, 1.98019], [-3.74202, 4.18332, 1.56220], [-1.33521, 4.71953, 1.17272], [0.29577, 2.85680, 1.09313], [2.49447, 0.65324, 4.92399], [1.35126, 1.21499, 5.47458], [1.10617, 1.67720, 6.75188], [-0.15562, 2.20218, 7.01683], [-1.11838, 2.25722, 6.01856], [-0.86030, 1.77714, 4.73498], [0.38152, 1.23026, 4.45959], [0.91397, 0.64360, 3.28564], [2.22697, 0.33018, 3.61336], [3.10794, -0.18765, 2.67743], [4.47100, -0.45658, 2.71524], [4.97671, -0.97312, 1.15385], [3.40008, -0.82105, 0.55068], [2.52173, -0.43730, 1.42685], [3.36175, 0.48497, 5.39643], [1.86925, 1.63192, 7.51931], [-0.38511, 2.57272, 8.00803], [-2.09183, 2.67970, 6.23952], [-1.63120, 1.83439, 3.98138], [5.17362, -0.33823, 3.52524], [3.15494, -1.03695, -0.48251], [-0.47554, -2.13790, -4.39124], [0.94371, -1.58617, -4.44304], [1.14803, -0.74236, -5.69868], [1.95556, -2.71979, -4.39700], [1.17706, -0.81399, -3.25715], [0.78026, 0.73209, -2.88038], [0.99433, 0.95551, -0.82897], [-0.73059, 0.96811, -3.47372], [-1.51505, 2.15282, -3.68524], [-1.32009, 3.14597, -2.54289], [-2.96099, 1.68701, -3.72912], [-1.11101, 2.77565, -5.01547], [1.72410, 1.80905, -3.68049], [3.09786, 2.20608, -3.54938], [3.51220, 2.70213, -4.92540], [3.96267, 1.02309, -3.12694], [3.19427, 3.33081, -2.52916], [-0.66066, -2.78186, -5.25509], [-1.20017, -1.32151, -4.39414], [-0.61595, -2.72796, -3.48047], [0.96521, -1.34943, -6.58834], [2.17130, -0.36071, -5.74242], [0.46325, 0.10897, -5.71078], [1.83674, -3.37432, -5.26485], [1.81624, -3.31213, -3.48850], [2.97169, -2.31788, -4.39699], [-1.51294, 2.65725, -1.58452], [-2.00713, 3.98904, -2.65873], [-0.29323, 3.52654, -2.52825], [-3.24367, 1.24400, -2.76960], [-3.08616, 0.93123, -4.50906], [-3.62749, 2.52691, -3.94353], [-0.04598, 3.01678, -5.00696], [-1.68320, 3.68942, -5.19935], [-1.30469, 2.07454, -5.83170], [3.40207, 1.90358, -5.66290], [4.55340, 3.03333, -4.91640], [2.87916, 3.54006, -5.22740], [3.85984, 0.20192, -3.84040], [3.65662, 0.66361, -2.13972], [5.01197, 1.32055, -3.08085], [2.57218, 4.17194, -2.84593], [4.22793, 3.67501, -2.44090], [2.84755, 2.98745, -1.55416]], "mulliken_charge": [-1.23, 0.07, 0.10, 0.94, -1.43, 1.72, 0.81, -1.22, -1.21, -1.11, 0.12, -1.34, -1.50, -0.38, -0.58, -0.85, -1.26, -0.72, 2.12, -0.11, -0.42, 0.62, -1.32, 0.61, -0.14, 0.36, 0.38, 0.34, 0.18, 0.27, 0.58, 0.28, 0.38, 0.26, 0.16, 0.23, 0.44, 0.19, 0.29, 0.50, 0.36, 0.41, 0.39, 0.52, 0.48, 0.58, 0.58, 0.00, 0.72, -1.31, -0.55, -1.31, 0.02, -0.19, 1.01, -0.05, -0.88, -0.58, -0.22, -0.34, 0.89, 0.23, 0.43, 0.39, 0.46, 0.54, 0.45, 0.23, -1.18, 1.93, -1.37, -1.66, 0.64, -3.19, 0.55, 0.49, 1.77, -1.08, -1.64, -1.64, 0.90, 1.88, -1.78, -1.35, -1.55, 0.67, -0.05, 0.06, 0.56, 0.21, 0.06, 0.39, 0.27, 0.33, -0.10, 0.61, 0.14, 0.18, 0.34, 0.41, 0.05, 0.50, 0.33, 0.34, 0.40, 0.33, 0.17, 0.08, 0.62, 0.31, 0.47, 0.17]}


{"formula": "C3H8OSi", "method": "ωB97M-V/def2-TZVPD", "charge": 0, "e_homo_ev": -9.562, "relative_energy_kcal_mol": 30.70, "species": ["C", "C", "O", "C", "Si", "H", "H", "H", "H", "H", "H", "H", "H"], "positions_angstrom": [[-1.70241, -0.09521, 0.75160], [-0.71328, -0.83883, -0.17064], [-0.80079, -2.02310, -0.47339], [0.35149, 0.07221, -0.76421], [1.98458, -0.09422, 0.33972], [-2.10498, -0.82328, 1.40119], [-1.23766, 0.72212, 1.20175], [-2.49025, 0.26304, 0.09346], [0.59367, -0.29966, -1.83810], [0.14305, 1.11542, -0.63905], [2.85162, -1.43951, 0.15910], [1.55479, 0.09935, 1.72985], [2.80306, 0.83838, -0.32046]], "mulliken_charge": [-1.11, 0.59, -0.57, -0.72, 0.42, 0.34, 0.38, 0.30, 0.32, 0.32, -0.06, -0.10, -0.13]}


Q: What is the formula in the third record?
A: C3H8OSi